[1]
Below is the molecule C7H10ClNO3S, with properties calculated with ωB97M-V/def2-TZVPD.

Atoms and positions in Å:
C 1.834 -0.082 1.745
C 2.083 0.923 0.786
C 0.573 -0.476 2.105
C 1.189 1.502 -0.072
C -0.524 -0.479 1.214
C 0.102 0.874 -0.752
C -2.012 1.173 -1.796
N 0.382 -0.113 -1.634
O 0.787 -2.330 -0.188
O -1.551 -1.865 -0.773
O -0.984 1.619 -0.921
S -0.518 -1.910 0.236
Cl -1.148 -3.381 1.536
H 2.641 -0.275 2.438
H 2.995 1.480 0.965
H 0.403 -0.694 3.160
H 1.275 2.566 -0.257
H -1.520 -0.421 1.632
H -2.805 1.911 -1.711
H -2.387 0.192 -1.493
H -1.654 1.131 -2.828
H 1.216 -0.647 -1.431
H -0.378 -0.699 -1.962

Cartesian forces, eV/Å:
-0.29 -0.70 0.58
-0.52 0.55 -0.61
0.68 0.34 0.58
0.51 0.04 0.41
-0.04 -0.75 -0.83
-0.05 -0.23 -0.46
-0.31 -0.17 -0.25
-0.18 0.57 -0.34
0.03 -0.06 0.28
-0.19 -0.09 0.30
0.37 -0.01 0.20
-0.16 0.23 0.04
-0.10 -0.23 0.14
0.06 0.03 0.11
0.00 0.12 0.03
0.06 -0.11 -0.10
0.11 0.00 -0.21
-0.19 0.05 0.11
0.07 -0.05 -0.04
0.05 0.13 0.02
0.01 0.03 0.06
0.02 0.17 -0.06
0.06 0.15 0.05

Values from the calculation:
E_HOMO (eV): -8.2
Orbital gap (eV): 8.0
ΔE to the lowest compared entry with this formula, charge and spin (kJ/mol): 168.7
Electronic energy (eV): -38408.14953
LUMO energy (eV): -0.240
SMILES string: CO/C(N)=C/C=C\C=C/S(=O)(=O)Cl
M (g mol⁻¹): 223.681

[2]
Below is a cluster of 2 separate species, C4H9N3O2 in total, with properties calculated with ωB97M-V/def2-TZVPD.

Atoms and positions in Å:
C -2.288 -0.696 -0.397
C 2.309 -1.050 0.860
N 1.204 -1.011 -0.070
C 0.489 2.209 -0.311
C -0.063 -0.898 0.356
N -0.640 2.431 -0.951
O -0.902 -0.610 -0.695
N 1.510 2.036 0.186
O -0.460 -1.055 1.481
H 1.397 -0.758 -1.026
H -1.229 3.149 -0.543
H -1.122 1.584 -1.251
H -2.497 -1.650 0.124
H -2.824 -0.657 -1.345
H -2.610 0.139 0.259
H 3.004 -0.255 0.655
H 2.814 -2.004 0.803
H 1.907 -0.903 1.866

Cartesian forces, eV/Å:
-0.41 -0.27 0.80
-0.35 -0.03 0.42
0.13 0.08 -0.43
0.76 -0.02 0.29
-0.24 -0.10 -0.26
-1.37 0.10 -0.54
0.33 0.12 -0.25
0.42 -0.05 0.24
-0.19 0.02 0.34
-0.13 -0.01 0.13
0.08 -0.25 -0.17
0.16 0.36 0.17
-0.02 0.56 -0.28
0.13 0.00 0.04
0.17 -0.44 -0.30
0.24 0.34 -0.12
0.19 -0.29 0.09
0.12 -0.11 -0.16

Values from the calculation:
E_HOMO (eV): -9.7
Orbital gap (eV): 10.3
ΔE to the lowest compared entry with this formula, charge and spin (kJ/mol): 69.8
Electronic energy (eV): -12859.20465
LUMO energy (eV): 0.591
SMILES string: CNC(=O)OC.N#CN
M (g mol⁻¹): 131.135

[3]
Below is a cluster of 2 separate species, C8H13N3O2 in total, with properties calculated with ωB97M-V/def2-TZVPD.

Atoms and positions in Å:
C 0.785 0.413 -1.374
C 0.270 0.803 -0.116
C 2.135 -0.233 0.263
C -2.010 -1.479 0.265
C 3.422 -0.833 0.821
C -1.481 2.311 -1.103
C -1.204 -1.762 1.253
C -0.860 1.690 0.191
N 1.898 -0.320 -1.137
N 1.147 0.327 0.834
N -1.228 1.976 1.373
O -2.868 -0.458 0.171
O -1.893 -2.083 -0.960
H 0.697 0.768 -2.438
H 4.324 -0.363 0.493
H 3.378 -0.675 1.867
H 3.408 -1.916 0.685
H -0.688 3.013 -1.401
H -2.405 2.869 -1.033
H -1.577 1.664 -1.933
H -1.200 -1.349 2.173
H -0.485 -2.592 1.138
H 2.519 -0.442 -1.894
H -2.521 -1.576 -1.464
H -2.823 0.006 0.938
H -0.558 1.615 2.075

Cartesian forces, eV/Å:
-0.80 1.37 -0.08
1.33 -0.51 -2.15
1.77 -1.69 -2.41
1.01 -0.20 -1.52
-1.98 -0.18 0.09
1.15 0.72 1.48
1.24 -2.84 -1.39
-0.52 -0.18 -1.05
-0.40 1.09 1.93
-0.69 0.97 1.33
0.12 0.41 0.07
-0.92 -1.99 -3.27
-0.19 0.04 0.99
-0.76 -0.54 1.42
0.42 0.19 -0.67
0.00 0.14 1.19
0.30 0.11 -0.27
-0.27 0.15 -0.05
-0.15 0.02 0.67
-0.05 -1.19 -0.57
-0.32 1.64 2.66
-0.57 0.56 -0.19
1.06 -0.56 -0.31
-0.40 0.04 -0.98
0.04 2.64 3.66
-0.42 -0.19 -0.59

Values from the calculation:
E_HOMO (eV): -8.3
Orbital gap (eV): 8.9
ΔE to the lowest compared entry with this formula, charge and spin (kJ/mol): 103.3
Electronic energy (eV): -17070.65800
LUMO energy (eV): 0.627
SMILES string: [H]/N=C(/C)c1c[nH]c(C)n1.C=C(O)O
M (g mol⁻¹): 183.211